# 1
C5H12N2 | ωB97M-V/def2-TZVPD

The relative energy (zero: lowest compared OMol25 entry of this formula, charge and spin) is 74.1 kcal per mole. Its SMILES is CC(C)[C@H]1NN1C. The HOMO energy comes out at -0.3209 hartree. The LUMO energy comes out at 1.10 eV.

ORCA input file:
```
! RIJCOSX wB97M-V def2-TZVPD def2/J DEFGRID3
* xyz 0 1
C -2.067 0.700 -0.292
C -0.902 0.233 0.663
C -1.088 -1.191 1.061
C 0.391 0.298 -0.131
N 1.183 1.532 -0.081
N 1.638 0.323 0.568
C 2.823 -0.357 0.001
H -2.692 -0.074 -0.651
H -1.562 0.933 -1.211
H -2.640 1.569 0.217
H -0.718 0.861 1.642
H -1.289 -1.877 0.191
H -1.848 -1.124 1.819
H -0.220 -1.601 1.525
H 0.379 -0.301 -1.067
H 1.624 1.700 -0.951
H 2.645 -1.441 0.222
H 2.827 -0.315 -1.134
H 3.651 0.082 0.374
*
```

Here are the Löwdin charges for atoms 1 to 5, given in e:
1. C -0.0530
2. C -0.3904
3. C -0.1060
4. C -0.3672
5. N 0.0654


# 2
C5H12N2 | ωB97M-V/def2-TZVPD

The relative energy (zero: lowest compared OMol25 entry of this formula, charge and spin) is 36.4 kcal per mole. Its SMILES is [H]/N=C\NCCCC. The HOMO energy comes out at -0.3223 hartree. The LUMO energy comes out at 0.95 eV.

ORCA input file:
```
! RIJCOSX wB97M-V def2-TZVPD def2/J DEFGRID3
* xyz 0 1
H -2.031 -0.505 -2.863
N -1.280 -1.160 -2.633
C -0.655 -0.727 -1.602
N -1.159 0.301 -0.838
C -0.298 1.151 0.019
C 1.174 0.737 0.291
C 1.017 -0.442 1.281
C 1.012 -0.036 2.779
H 0.096 -1.340 -1.067
H -2.069 0.704 -0.970
H -0.188 2.174 -0.428
H -0.871 1.209 0.959
H 1.645 1.606 0.720
H 1.792 0.314 -0.513
H 1.713 -1.244 1.094
H 0.013 -0.878 1.135
H 0.035 -0.167 3.284
H 1.475 0.945 2.917
H 1.733 -0.706 3.270
*
```

Here are the Löwdin charges for atoms 1 to 5, given in e:
1. H 0.0288
2. N 0.0522
3. C -0.3290
4. N -0.0299
5. C -0.2110


# 3
C5H12N2 | ωB97M-V/def2-TZVPD

The relative energy (zero: lowest compared OMol25 entry of this formula, charge and spin) is 154.1 kcal per mole. The HOMO energy (alpha / beta) comes out at -0.2923 / -0.3052 hartree. The LUMO energy (alpha / beta) comes out at 0.35 / 0.65 eV.

ORCA input file:
```
! RIJCOSX wB97M-V def2-TZVPD def2/J DEFGRID3
* xyz 0 1
C 0.242 0.433 0.285
C 1.073 0.622 -1.031
C 0.810 1.238 1.408
C -0.323 -1.625 1.532
C -1.563 -0.121 -2.221
N -0.266 -0.918 0.316
N -1.122 0.160 0.083
H 0.560 0.497 -1.945
H 1.953 -0.043 -1.021
H 1.509 1.751 -1.044
H 1.805 0.956 1.732
H 0.257 1.082 2.228
H 0.745 2.273 1.295
H 0.611 -1.757 1.970
H -1.119 -1.374 2.123
H -0.593 -2.580 1.318
H -0.678 -0.662 -2.452
H -2.342 -0.878 -2.123
H -1.559 0.945 -2.452
*
```

Here are the Löwdin charges for atoms 1 to 5, given in e:
1. C -0.5616
2. C -0.0410
3. C -0.0187
4. C -0.0796
5. C 0.0711


# 4
C5H12N2 | ωB97M-V/def2-TZVPD

The relative energy (zero: lowest compared OMol25 entry of this formula, charge and spin) is 4.6 kcal per mole. Its SMILES is C=[NH+]/C=C/CC[NH3+]. The HOMO energy comes out at -0.6804 hartree. The LUMO energy comes out at -8.39 eV.

ORCA input file:
```
! RIJCOSX wB97M-V def2-TZVPD def2/J DEFGRID3
* xyz 2 1
C -1.933 2.012 2.228
N -1.304 1.926 1.124
C -0.689 0.798 0.490
C 0.383 0.998 -0.263
C 1.183 0.003 -1.090
C 1.372 -1.427 -0.566
N 0.317 -2.399 -1.043
H -2.419 2.943 2.489
H -1.980 1.146 2.875
H -1.244 2.801 0.600
H -1.132 -0.147 0.766
H 0.708 2.018 -0.447
H 0.735 0.066 -2.088
H 2.180 0.425 -1.180
H 1.377 -1.431 0.518
H 2.313 -1.802 -0.961
H -0.575 -2.224 -0.567
H 0.566 -3.377 -0.835
H 0.143 -2.331 -2.050
*
```

Here are the Löwdin charges for atoms 1 to 5, given in e:
1. C 0.2258
2. N 0.0514
3. C -0.0599
4. C -0.0196
5. C -0.1305